(1)
{
  "formula": "C47H57F6N5O2SbTi",
  "method": "ωB97M-V/def2-TZVPD",
  "homo_energy_ev": -5.749,
  "charge": -1,
  "homo_lumo_gap_ha": 0.21257,
  "spin_multiplicity": 1,
  "elements": ["Ti", "C", "C", "C", "C", "C", "C", "C", "C", "C", "C", "C", "C", "N", "C", "C", "N", "C", "C", "C", "C", "C", "C", "C", "C", "C", "C", "C", "C", "C", "C", "C", "C", "C", "C", "C", "C", "C", "C", "H", "H", "H", "H", "H", "H", "H", "H", "H", "H", "H", "H", "H", "H", "H", "H", "H", "H", "H", "H", "H", "H", "H", "H", "H", "H", "H", "H", "H", "H", "H", "H", "H", "H", "H", "H", "H", "H", "H", "H", "F", "Sb", "F", "F", "F", "F", "F", "O", "C", "N", "C", "O", "C", "C", "C", "C", "N", "C", "H", "H", "H", "H", "H", "H", "H", "H", "C", "C", "C", "C", "N", "H", "H", "H", "H", "H", "H", "H", "H", "H"],
  "positions_angstrom": [[-6.15221, 19.55120, 0.61999], [-6.77744, 24.66656, 2.53524], [-6.19591, 23.59008, 1.56027], [-4.71708, 23.87043, 1.27940], [-7.03734, 23.52142, 0.29535], [-7.19926, 24.60507, -0.58693], [-7.95658, 24.55420, -1.70289], [-8.72172, 23.44325, -1.92863], [-8.76832, 22.36749, -1.05348], [-9.84785, 21.33449, -1.34160], [-9.77165, 19.98897, -0.67347], [-11.24974, 21.97525, -1.19889], [-7.90327, 22.44554, 0.05493], [-7.76515, 21.29105, 0.87610], [-8.56701, 21.25908, 1.88184], [-8.38313, 20.14072, 2.82325], [-7.62170, 19.19357, 2.37891], [-7.49337, 18.17413, 3.26911], [-6.41411, 18.26225, 4.21011], [-6.24264, 17.21612, 5.12049], [-7.09086, 16.08131, 5.09291], [-8.07626, 15.96715, 4.15343], [-8.32355, 16.98618, 3.24397], [-9.48617, 16.88186, 2.29002], [-10.56724, 17.97317, 2.50285], [-9.03735, 16.76647, 0.78309], [-5.46386, 19.51245, 4.26046], [-5.82777, 20.54552, 5.27319], [-4.03604, 19.15834, 4.44669], [-9.10029, 20.49919, 3.98642], [-9.39894, 19.86184, 5.23204], [-10.34415, 20.45475, 6.07995], [-10.94088, 21.66131, 5.80277], [-10.71056, 22.31406, 4.63060], [-11.31317, 23.49476, 4.27764], [-10.99700, 24.02777, 2.98155], [-10.16377, 23.36072, 2.03718], [-9.59470, 22.11726, 2.36667], [-9.82366, 21.65883, 3.71306], [-6.44270, 24.43494, 3.53316], [-7.80727, 24.48247, 2.60771], [-6.55021, 25.70133, 2.30778], [-6.26575, 22.60676, 2.09137], [-4.54013, 24.82371, 0.80017], [-4.32006, 23.09756, 0.63779], [-4.15660, 23.84715, 2.20626], [-6.70415, 25.55011, -0.33539], [-7.99243, 25.43394, -2.41845], [-9.37221, 23.40858, -2.77932], [-9.68989, 21.18175, -2.44759], [-10.20988, 20.05548, 0.32613], [-8.80498, 19.53049, -0.73392], [-10.44358, 19.25917, -1.19956], [-11.54358, 22.04658, -0.09558], [-12.01405, 21.42842, -1.64594], [-11.24179, 23.00282, -1.58169], [-5.51603, 17.27212, 5.92972], [-7.00203, 15.31531, 5.82761], [-8.64316, 15.03954, 4.13383], [-9.98510, 15.87363, 2.54083], [-10.33888, 18.97552, 2.09001], [-10.72137, 18.12721, 3.52912], [-11.46713, 17.72160, 1.94805], [-8.34033, 17.49717, 0.44081], [-9.96181, 16.88744, 0.15158], [-8.51332, 15.79768, 0.67232], [-5.59634, 20.00746, 3.28779], [-5.70320, 20.02076, 6.27522], [-6.83616, 20.93344, 5.23175], [-5.16414, 21.34316, 5.16626], [-3.77005, 18.97924, 5.48610], [-3.51921, 20.03992, 4.23044], [-3.69275, 18.35563, 3.79031], [-8.96807, 18.88540, 5.47928], [-10.59236, 19.98023, 7.01108], [-11.67987, 22.09339, 6.56542], [-12.04050, 24.01310, 4.86630], [-11.24365, 24.99444, 2.72950], [-9.92844, 23.90902, 1.12310], [-5.00723, 20.99792, 0.38123], [-1.55618, 20.27348, -2.86463], [-0.45362, 21.04902, -1.54581], [-1.37887, 18.60450, -1.67125], [-1.03651, 21.92134, -3.92534], [-5.14068, 18.33224, 1.54289], [-0.15870, 19.41749, -4.04305], [-0.67408, 14.09040, 2.42647], [-0.14242, 14.60137, 1.23774], [-0.52462, 16.00589, 1.05181], [0.25072, 16.95066, 1.63248], [1.17747, 16.58173, 2.33868], [-0.24321, 18.36969, 1.45006], [0.71917, 19.38181, 1.17628], [0.26311, 20.66455, 1.10005], [-1.12698, 20.98595, 1.34400], [-1.92926, 20.01884, 1.78226], [-1.52695, 18.74097, 1.76857], [-0.20874, 14.51565, 3.15058], [-0.50724, 13.98533, 0.41093], [0.97491, 14.50515, 1.18701], [-1.18073, 16.32875, 0.30791], [1.75159, 19.15724, 1.01540], [0.83665, 21.48230, 0.57735], [-1.56731, 21.93441, 1.21068], [-2.28671, 18.04132, 2.13317], [-4.86808, 18.13685, -2.28240], [-6.18707, 18.94814, -2.34115], [-5.88584, 20.33717, -2.98644], [-7.30876, 18.12697, -3.13842], [-6.63158, 19.17171, -0.94683], [-4.41512, 18.13298, -3.28423], [-4.98585, 17.09529, -2.02649], [-4.12808, 18.47999, -1.51587], [-6.01299, 20.31922, -4.03430], [-4.86528, 20.57853, -2.69205], [-6.45715, 21.15561, -2.54200], [-6.92974, 17.80116, -4.08587], [-8.15612, 18.77732, -3.28955], [-7.61942, 17.30122, -2.48349]],
  "forces_ev_per_a": [[0.174, 1.814, -0.060], [1.011, -1.217, -0.227], [0.119, 0.470, 0.376], [-0.215, -0.482, -0.069], [-1.113, 0.259, -0.282], [1.815, 0.703, 2.031], [-0.582, 1.416, -1.756], [-0.541, -0.524, -0.177], [0.178, 0.728, 0.696], [0.075, 0.255, -1.749], [-1.759, -0.870, -0.515], [1.257, 1.264, 2.457], [0.671, -0.795, -1.059], [-0.961, 0.411, 1.392], [1.709, -0.592, -2.300], [1.859, -0.337, -2.445], [-1.902, 1.941, -0.003], [1.464, -4.069, 2.774], [-0.134, 0.356, 0.110], [-1.057, -0.596, 0.112], [1.108, 1.452, 0.154], [-0.211, 0.014, -0.319], [0.690, 1.881, -0.365], [-0.535, -0.944, -0.849], [0.730, 0.204, -1.799], [-1.264, -0.747, 0.797], [-2.055, -1.167, -1.509], [-1.091, -1.878, 2.149], [0.344, -1.031, 0.095], [-1.949, -1.693, 4.042], [0.542, 0.027, -1.684], [0.365, 0.061, 0.190], [-1.495, -0.501, 2.963], [1.061, -1.026, -1.347], [0.434, 1.999, -4.020], [0.833, -2.782, 1.998], [0.396, -0.545, 0.513], [-1.347, 2.590, 1.851], [-0.663, 1.288, -1.035], [0.618, 0.142, 0.465], [-1.747, 0.270, -0.102], [0.016, 0.078, -0.295], [0.141, 0.822, -0.540], [-0.166, 0.397, -0.096], [0.144, -0.213, -0.156], [0.130, 0.052, 0.273], [0.143, -0.408, -0.167], [0.040, -1.222, 1.008], [-0.200, 0.008, -0.482], [-0.294, -0.138, 0.837], [0.436, -0.156, 0.101], [0.566, 0.005, 0.424], [0.303, 0.703, 0.194], [0.486, -0.050, -1.235], [-1.188, -1.107, -1.042], [-0.146, -0.274, -0.007], [0.097, 0.128, -0.370], [0.339, -0.464, 0.425], [-0.236, 0.275, -0.145], [0.559, 1.461, -0.371], [0.353, -0.651, 0.096], [-0.686, -0.003, 1.451], [-0.307, -0.363, 0.315], [0.480, 0.835, 0.045], [0.953, -0.569, 0.367], [-0.596, 0.334, -0.296], [0.394, -0.262, 0.029], [-0.124, 1.069, -0.764], [-0.297, -0.022, -0.149], [1.192, 1.401, 0.178], [-0.223, -0.528, 0.232], [1.282, 1.263, -0.717], [-0.071, 0.153, 0.186], [-0.016, 0.472, -0.044], [0.025, -0.276, 0.204], [1.176, -0.617, -1.229], [-0.059, 0.133, 0.574], [-1.092, 1.932, -0.465], [-0.067, -0.458, 0.090], [-0.443, -0.572, 0.230], [0.788, -0.843, -1.498], [0.500, 0.384, 0.486], [-0.006, 0.154, -0.196], [-0.218, -0.171, 0.160], [0.001, -0.350, -0.250], [-1.033, 0.435, 0.995], [0.032, -0.399, 0.048], [0.543, 0.404, -0.844], [-0.687, -0.236, -1.564], [-0.926, -0.251, 0.177], [0.536, 0.864, 0.272], [2.019, 0.033, 0.521], [-1.530, -0.455, 0.399], [-1.254, 2.630, -1.504], [2.081, -3.416, 0.547], [-0.584, 0.635, -0.478], [-0.266, 0.414, 0.496], [0.134, 0.158, 0.114], [-0.368, 0.291, 0.184], [-0.924, 0.340, 0.337], [0.773, -0.644, 0.913], [0.360, -0.287, -0.196], [-0.228, -1.028, 1.073], [-0.138, 1.082, -0.090], [0.383, -0.043, -0.370], [0.393, 0.161, -0.087], [-0.603, -0.226, 0.443], [0.222, -0.469, 1.891], [1.060, 1.006, 1.945], [0.424, -0.849, -0.782], [0.169, 0.182, 0.271], [-0.623, -0.485, 0.110], [-0.598, 0.320, -0.842], [0.067, 0.028, -1.279], [0.171, 0.078, -0.425], [-0.469, -0.271, -0.095], [0.212, -0.346, -0.514], [-0.410, 0.240, -0.136], [0.125, 0.012, -0.417]]
}


(2)
{
  "formula": "C47H57IrN3O3S4Si",
  "method": "ωB97M-V/def2-TZVPD",
  "homo_energy_ev": [-7.187, -9.652],
  "charge": 1,
  "homo_lumo_gap_ha": [0.18628, 0.17210],
  "s2": 6.0633,
  "spin_multiplicity": 5,
  "elements": ["Ir", "S", "C", "C", "C", "C", "C", "C", "N", "C", "C", "C", "C", "C", "C", "C", "C", "N", "C", "C", "C", "C", "C", "S", "C", "H", "H", "H", "H", "H", "H", "H", "H", "H", "H", "H", "H", "S", "C", "C", "C", "C", "C", "C", "H", "H", "H", "H", "H", "C", "C", "C", "C", "O", "Si", "S", "O", "C", "C", "C", "C", "O", "C", "C", "C", "C", "H", "H", "H", "H", "H", "H", "H", "H", "H", "H", "H", "H", "H", "H", "H", "H", "H", "H", "H", "H", "H", "H", "H", "H", "H", "H", "H", "C", "N", "C", "C", "C", "C", "C", "C", "C", "C", "H", "H", "H", "H", "H", "H", "H", "H", "H", "H", "H", "H", "H"],
  "positions_angstrom": [[0.04827, -0.54634, 1.30493], [-5.22014, 1.67687, 5.67742], [-6.53129, 2.35499, 4.81707], [-6.28264, 2.40021, 3.48119], [-5.00629, 1.87696, 3.14816], [-4.30209, 1.43949, 4.23851], [-2.96569, 0.84061, 4.27958], [-2.28595, 0.56336, 3.08972], [-1.08380, 0.01972, 3.03896], [-0.44986, -0.32005, 4.20584], [-1.05308, -0.05456, 5.45869], [-0.32633, -0.42650, 6.63753], [0.87588, -1.03231, 6.54810], [1.48629, -1.34105, 5.27648], [2.70914, -1.98091, 5.15834], [3.20709, -2.28535, 3.85639], [2.45900, -1.91156, 2.77062], [1.29766, -1.21453, 2.83807], [0.78367, -0.96457, 4.11114], [4.49696, -2.95187, 3.66076], [5.45649, -3.22002, 4.59532], [6.60858, -3.85933, 4.05505], [6.51265, -4.06797, 2.71860], [5.01343, -3.50431, 2.10072], [-2.31280, 0.52399, 5.47146], [-7.41202, 2.68657, 5.34316], [-6.98169, 2.79671, 2.75913], [-4.63061, 1.83310, 2.13499], [-2.72738, 0.80989, 2.13458], [-0.76764, -0.21562, 7.60389], [1.41460, -1.31196, 7.44514], [3.25601, -2.26456, 6.04686], [2.80011, -2.15081, 1.77489], [5.35487, -2.96424, 5.64032], [7.46676, -4.15120, 4.64295], [7.22813, -4.53834, 2.06343], [-2.78330, 0.72674, 6.42696], [-1.71457, -1.98889, 0.55340], [-3.32327, -1.39727, 0.36862], [-4.35816, -2.34754, 0.45625], [-5.67230, -1.95572, 0.29538], [-5.97050, -0.62403, 0.01870], [-4.95093, 0.31561, -0.09600], [-3.63413, -0.06015, 0.08201], [-4.10645, -3.38138, 0.65600], [-6.46655, -2.68566, 0.37500], [-7.00005, -0.31983, -0.11812], [-5.18914, 1.34537, -0.33353], [-2.82854, 0.65360, -0.03182], [2.50598, 0.61369, -4.51258], [1.81944, 1.81110, -3.87226], [0.89677, 2.50997, -4.85959], [2.86715, 2.81128, -3.38566], [1.11053, 1.32025, -2.70836], [-0.43846, 1.30342, -2.18997], [-0.35900, 1.24057, -0.03223], [-1.07742, 2.76486, -2.46919], [-2.39244, 3.27782, -2.74287], [-3.40251, 2.61723, -1.81031], [-2.31248, 4.77371, -2.48777], [-2.74304, 2.98895, -4.19649], [-1.38812, 0.15434, -2.80964], [-1.26453, -1.05314, -3.58880], [-2.52232, -1.87200, -3.33453], [-0.02026, -1.81686, -3.15469], [-1.20134, -0.66396, -5.05804], [3.19614, 0.94622, -5.29049], [1.78653, -0.06484, -4.96716], [3.07066, 0.05951, -3.75900], [1.47411, 2.80974, -5.73576], [0.44822, 3.39544, -4.41268], [0.09340, 1.84990, -5.19459], [3.29697, 3.35171, -4.22929], [3.69081, 2.30755, -2.87319], [2.40532, 3.53544, -2.71055], [-3.14428, 2.81225, -0.76725], [-3.41727, 1.53734, -1.98567], [-4.40380, 3.00858, -1.99888], [-2.04284, 4.96515, -1.44847], [-3.27250, 5.24962, -2.69420], [-1.55761, 5.22646, -3.13210], [-2.72394, 1.91374, -4.38298], [-2.03509, 3.47624, -4.86791], [-3.74238, 3.36250, -4.42543], [-2.53145, -2.27340, -2.32274], [-2.56962, -2.70864, -4.03379], [-3.40910, -1.25234, -3.47594], [-0.06913, -2.03710, -2.08413], [0.88970, -1.24330, -3.34343], [0.04809, -2.76348, -3.69356], [-2.13761, -0.20146, -5.37430], [-1.03099, -1.54790, -5.67444], [-0.38891, 0.03947, -5.24198], [4.05987, 0.63657, 1.69016], [4.13637, 0.80308, 0.20811], [5.35310, 0.12898, -0.32489], [2.81860, 0.49302, -0.50288], [2.45702, -0.95164, -0.64763], [3.24632, -1.72761, -1.50648], [3.03671, -3.08214, -1.66371], [2.00947, -3.67748, -0.94551], [1.18242, -2.90204, -0.15202], [1.33483, -1.51325, -0.00708], [4.90674, 1.15056, 2.13944], [4.11053, -0.42435, 1.92321], [3.12153, 1.05167, 2.04992], [4.25651, 1.79924, 0.02920], [5.27196, -0.93672, -0.13087], [6.21814, 0.53485, 0.19485], [5.43291, 0.32112, -1.39161], [2.88348, 0.98460, -1.46590], [2.08294, 1.02628, 0.08476], [4.03771, -1.25663, -2.08064], [3.66737, -3.66310, -2.32351], [1.84121, -4.74500, -1.01331], [0.39451, -3.41099, 0.38840]],
  "forces_ev_per_a": [[0.151, -0.443, -0.373], [-0.006, -0.018, 0.011], [-0.014, 0.010, 0.001], [0.001, 0.000, -0.017], [0.033, 0.004, -0.008], [-0.022, 0.014, -0.035], [-0.011, 0.009, 0.112], [0.111, 0.150, -0.045], [0.018, 0.174, 0.003], [0.040, -0.099, 0.022], [-0.023, -0.004, -0.016], [-0.040, 0.015, 0.012], [0.036, -0.011, 0.005], [-0.005, 0.027, 0.039], [0.006, 0.013, -0.018], [-0.047, -0.002, -0.100], [-0.022, -0.027, 0.074], [-0.152, -0.257, 0.189], [0.007, 0.175, -0.077], [-0.011, -0.003, 0.029], [0.011, 0.010, -0.006], [-0.006, 0.010, 0.026], [0.023, -0.002, -0.014], [-0.006, 0.012, -0.009], [0.031, 0.018, -0.036], [0.022, -0.011, -0.006], [0.006, -0.002, 0.007], [-0.019, 0.023, 0.079], [-0.008, 0.008, 0.070], [0.007, -0.009, -0.004], [-0.010, -0.003, -0.004], [-0.013, -0.017, -0.012], [-0.024, -0.017, -0.053], [0.000, -0.009, -0.020], [-0.013, 0.002, -0.009], [-0.020, 0.009, 0.007], [-0.011, 0.000, -0.004], [-0.107, -0.236, 0.068], [-0.048, 0.061, -0.067], [0.017, -0.004, -0.016], [0.012, 0.041, -0.002], [-0.001, -0.041, 0.023], [-0.049, -0.015, 0.029], [-0.021, -0.129, -0.053], [-0.020, 0.012, 0.001], [0.007, 0.004, 0.003], [0.005, -0.009, 0.001], [-0.002, -0.070, 0.020], [-0.060, -0.074, 0.025], [0.063, 0.032, -0.067], [0.029, 0.080, -0.007], [-0.097, -0.047, -0.033], [-0.087, 0.043, 0.109], [-0.141, -0.045, -0.122], [0.185, 0.077, -0.134], [-0.177, 0.315, 0.223], [0.075, 0.079, -0.049], [-0.109, -0.027, 0.069], [0.069, -0.026, -0.205], [-0.021, 0.026, 0.001], [-0.002, -0.036, -0.009], [-0.127, -0.087, 0.083], [0.108, -0.078, -0.035], [0.033, 0.021, 0.003], [-0.099, 0.009, 0.055], [0.043, -0.002, -0.066], [-0.012, 0.000, 0.016], [-0.012, -0.018, -0.008], [-0.021, 0.009, -0.040], [-0.020, -0.008, 0.004], [0.021, 0.011, 0.006], [0.082, 0.155, 0.051], [-0.001, -0.024, -0.008], [-0.008, 0.017, 0.051], [0.039, -0.028, -0.034], [0.036, 0.013, 0.012], [-0.006, 0.179, -0.022], [0.011, 0.029, -0.016], [0.003, 0.002, -0.008], [0.009, -0.014, 0.005], [-0.005, -0.008, 0.010], [-0.010, 0.029, 0.008], [0.009, -0.007, 0.013], [0.009, 0.003, 0.003], [-0.003, 0.009, 0.084], [0.008, 0.009, 0.022], [0.004, 0.001, -0.005], [-0.064, 0.054, -0.241], [-0.107, -0.058, 0.022], [-0.005, 0.002, -0.013], [0.013, 0.018, 0.002], [-0.022, -0.001, -0.002], [-0.061, -0.160, 0.014], [0.054, -0.076, -0.065], [0.040, 0.072, 0.092], [-0.022, 0.049, 0.079], [0.170, 0.023, 0.056], [-0.079, -0.118, 0.013], [-0.006, -0.028, -0.099], [0.009, 0.002, 0.005], [-0.014, 0.000, 0.046], [0.071, -0.030, 0.068], [0.419, 0.204, 0.224], [-0.001, -0.006, 0.013], [0.000, 0.075, -0.012], [0.000, -0.011, -0.006], [0.021, 0.024, 0.053], [0.017, 0.011, -0.002], [0.006, 0.004, -0.004], [0.003, 0.000, 0.005], [0.125, -0.041, -0.062], [-0.104, 0.063, -0.028], [-0.061, -0.041, 0.036], [-0.013, -0.001, -0.002], [-0.005, 0.005, -0.001], [-0.013, -0.018, -0.002]]
}


The ΔE to the lowest compared entry with this formula, charge and spin results, record by record, are as follows: 80.7 12.7 kcal per mole.